# 1
DFT (ωB97M-V/def2-TZVPD) results for a structure of composition C28H42F12MgNO27S2.

Structure (XYZ):
```
113
Properties=species:S:1:pos:R:3:forces:R:3
Mg 7.9407 8.6760 -27.2759 1.130 0.009 0.030
C 12.6930 8.2058 -24.0740 -0.010 0.041 -0.370
F 12.1887 7.0296 -23.8117 -1.461 -0.901 -0.746
F 12.0724 9.1020 -23.3386 -0.093 0.408 0.000
F 13.9366 8.0882 -23.7408 1.633 0.981 -0.165
S 12.5775 8.6812 -26.0188 1.018 -1.335 -0.199
O 13.8496 9.2410 -26.4599 -2.259 -0.511 0.866
O 12.1606 7.4873 -26.7071 -0.815 0.582 0.535
N 11.1641 9.7953 -25.8775 1.750 -2.594 0.044
S 11.9568 11.1696 -25.8079 0.931 4.251 0.653
O 13.1241 11.2074 -24.8990 -2.535 -0.150 -1.467
O 12.0903 11.6710 -27.1720 -0.218 -0.137 1.553
C 10.5754 12.1962 -24.8279 1.060 -0.997 -1.766
F 9.5130 12.3035 -25.6216 -0.621 -0.025 -0.658
F 10.2253 11.4919 -23.7922 -0.093 -0.473 1.153
F 10.9579 13.3899 -24.4942 0.583 0.517 0.266
C 17.9261 13.7632 -29.1706 0.333 -0.263 -0.246
C 18.4105 12.4882 -29.7884 0.432 -1.779 0.165
O 19.6559 12.1844 -29.1543 -1.133 -0.336 -1.156
C 19.7746 12.9479 -28.0877 1.188 -1.291 1.794
O 20.6369 12.7601 -27.2777 -0.488 0.970 -0.267
O 18.7322 13.7623 -27.9751 -1.053 2.146 0.081
F 18.7391 12.5762 -31.0738 -0.382 0.510 -1.526
H 16.8564 13.8325 -28.9732 0.214 -0.477 0.580
H 18.0859 14.5258 -29.9328 0.801 0.660 0.559
H 17.7240 11.6503 -29.6675 0.085 -0.166 0.027
C 23.5300 6.9991 -25.7938 0.005 -1.403 -1.673
C 22.4503 6.3805 -26.7452 0.092 1.726 1.567
O 21.3244 6.7878 -25.9845 -1.406 -0.770 -0.811
C 21.6082 6.9209 -24.6733 -0.374 -0.469 1.730
O 20.8409 6.9912 -23.7506 0.511 0.103 -1.588
O 22.9405 6.9095 -24.5111 0.749 -0.012 -0.193
F 22.4995 5.0085 -26.8960 0.006 1.229 0.276
H 23.7002 8.0461 -26.0445 0.103 -0.104 -0.118
H 24.4055 6.3741 -25.9700 0.329 0.282 0.920
H 22.3936 6.9006 -27.7014 -0.036 -0.560 -0.112
C 6.1701 15.3661 -17.8558 -1.649 0.451 -0.192
C 5.5403 14.5346 -18.9806 -0.782 0.675 1.695
O 6.0371 13.2333 -18.7408 0.931 0.474 0.575
C 7.2007 13.4000 -17.9953 3.939 -4.190 1.583
O 8.0705 12.5105 -17.6839 -4.784 4.020 -2.051
O 7.3148 14.6561 -17.5766 1.551 -0.612 0.310
F 5.9459 14.9622 -20.1675 0.765 0.327 -1.711
H 5.5350 15.3663 -16.9700 -0.226 -0.117 0.036
H 6.3545 16.4144 -18.0907 0.299 -0.244 -0.383
H 4.4542 14.6272 -18.9761 -0.038 -0.777 0.117
C 11.5142 11.6684 -38.2653 0.958 0.999 -1.382
C 10.9431 10.3457 -38.0573 -2.528 -0.913 0.601
O 10.8001 10.2597 -36.6408 -2.849 -1.983 -1.083
C 11.5502 11.1160 -36.1022 4.602 2.380 7.226
O 11.8328 11.1810 -34.8374 -1.634 -0.008 -6.215
O 12.1682 11.8665 -37.0568 0.391 0.989 1.975
F 11.7847 9.3780 -38.3522 1.164 -1.331 -1.041
H 10.8209 12.4759 -38.5004 -0.231 -0.130 0.190
H 12.2625 11.6159 -39.0562 -0.037 0.090 -0.059
H 9.9552 10.1548 -38.4766 0.134 -0.090 -0.191
C 13.0041 19.4067 -18.8952 2.806 0.463 1.260
C 12.3482 18.2792 -19.5447 0.191 -0.730 -0.881
O 11.0927 18.8436 -19.8036 -0.126 -3.653 -2.887
C 10.8677 19.8172 -19.0336 -5.627 4.842 3.888
O 9.7301 20.3488 -18.8882 4.623 -1.716 -0.603
O 11.9737 20.1165 -18.3003 -1.909 1.190 -0.679
F 12.3044 17.2898 -18.6250 -0.923 -0.976 0.314
H 13.6025 20.0092 -19.5786 0.042 0.161 0.140
H 13.5449 19.0435 -18.0212 0.824 -0.022 -0.571
H 12.7265 17.8282 -20.4621 0.106 0.414 0.017
C 18.6707 12.3998 -21.2382 -0.691 -2.107 -0.304
C 17.4494 12.1774 -20.2921 1.634 0.348 -0.593
O 17.0120 13.5167 -20.2094 -0.410 -0.509 0.973
C 18.0619 14.3787 -20.4478 -1.606 0.500 0.112
O 17.9896 15.5530 -20.3171 0.117 -0.017 0.231
O 19.0608 13.6827 -20.9089 1.733 0.932 -0.843
F 17.9465 11.6762 -19.1120 -0.545 0.451 0.329
H 18.3088 12.2452 -22.2547 0.006 0.770 -0.358
H 19.5817 11.8039 -21.1832 -0.493 -0.500 0.678
H 16.6088 11.5482 -20.5846 0.250 0.134 -0.241
C 18.1189 0.0402 -28.5661 1.651 -1.708 1.069
C 17.4206 1.2157 -28.0455 -1.071 1.100 1.282
C 16.5772 1.6492 -29.2319 0.142 0.131 0.022
O 17.4683 1.4056 -30.2748 1.658 0.665 -2.190
C 18.3518 0.2801 -30.0229 -2.021 0.485 0.192
H 17.5474 -0.8406 -28.2734 0.240 -0.305 -0.450
H 19.1125 0.0162 -28.1186 -0.116 -0.634 0.457
H 18.1343 2.0017 -27.7984 -0.099 0.285 -0.242
H 16.9557 0.9553 -27.0947 -0.516 0.224 -0.124
H 16.3203 2.7084 -29.2192 0.157 0.101 -0.015
H 15.6716 1.1205 -29.5293 -0.414 -0.444 0.988
H 19.4126 0.5007 -30.1418 -0.282 0.313 -0.823
H 17.9550 -0.5214 -30.6460 0.673 -0.211 -0.163
C 9.4218 20.4464 -26.3445 0.415 -0.215 0.896
O 10.2089 19.7208 -27.2900 -0.545 0.275 0.244
H 8.6822 19.8608 -25.7984 -0.376 -0.513 -0.535
H 10.0860 20.7005 -25.5185 0.281 0.456 -0.323
H 8.9261 21.3390 -26.7263 0.236 0.031 -0.230
H 9.6708 19.5637 -28.0693 -0.014 -0.033 -0.049
C 7.2806 6.7460 -22.7396 -1.661 -0.338 -0.012
O 7.6399 6.3571 -24.0672 0.740 0.332 -0.397
H 7.1520 5.8940 -22.0718 0.579 -0.076 0.012
H 7.8980 7.5172 -22.2792 0.323 -0.231 -0.422
H 6.2575 7.1076 -22.8428 -0.044 0.513 0.346
H 7.6320 5.4009 -24.1528 0.073 0.019 0.180
C 7.0930 12.1286 -30.8914 -2.166 1.642 -1.602
O 7.9996 11.2981 -30.3301 1.778 -1.488 1.681
H 6.0728 11.8034 -30.6880 0.063 -0.318 -0.064
H 7.1165 13.1648 -30.5541 0.335 0.140 0.278
H 7.2569 12.1428 -31.9689 -0.396 0.128 -0.250
H 8.8539 11.6618 -30.5740 0.390 -0.319 0.201
C 5.7970 5.7935 -30.2520 2.088 -0.931 -1.604
O 7.1878 5.9707 -29.8105 -0.664 0.981 1.728
H 5.9000 6.1879 -31.2629 -1.253 0.042 -0.114
H 5.7001 4.7095 -30.3116 -0.769 0.091 0.035
H 4.9874 6.2514 -29.6835 0.708 0.183 0.331
H 7.7573 5.5758 -30.4749 -0.075 -0.024 -0.059
```
Forces are in eV/Å.

Largest force on an atom in eV/Å: 8.9
E_HOMO in eV: -10.46
Total charge: +1
Energy in eV: -146194.700
Gap between HOMO and LUMO in eV: 1.49
Spin multiplicity: 1

Atomic partial charges in e from the Mulliken method, atoms 1 to 5:
1. Mg 1.40
2. C 0.74
3. F -0.22
4. F -0.19
5. F -0.22

---

# 2
DFT (ωB97M-V/def2-TZVPD) results for a cluster of 3 separate species, C28H42F16N3O7 in total.

Structure (XYZ):
```
96
Properties=species:S:1:pos:R:3:forces:R:3
C -2.7298 0.2226 -4.4369 -0.224 1.409 -0.414
C -2.2188 1.3049 -4.5971 0.222 -1.400 0.362
C -1.4069 2.5071 -4.4866 -1.889 1.600 0.638
O -1.8000 3.4888 -5.4162 0.632 -0.408 -0.336
C -1.5526 3.1322 -3.0659 1.912 -2.742 0.928
C -2.8329 2.8692 -2.3098 -0.677 1.337 -0.459
C -4.0808 3.4943 -2.9985 0.402 -0.834 0.471
C -0.3705 2.3761 -2.3465 -0.251 2.000 -1.611
O -0.1983 2.9261 -1.0970 0.255 -0.666 0.133
C 0.1244 1.9997 -0.0594 -0.149 0.329 0.976
C -0.9386 0.9422 0.1963 0.734 -1.170 -1.082
N -0.7327 0.3026 1.4733 -0.272 0.299 0.425
C -1.8401 -0.5456 1.8971 0.814 -0.100 0.334
C -2.1104 -1.7864 1.0542 -1.163 -0.272 -0.301
C -3.6197 -2.0038 0.9419 0.380 0.012 -0.280
O -1.4950 -2.9329 1.6455 0.219 0.286 0.110
C 0.7669 2.6841 -3.3604 -0.178 -0.522 0.810
N 1.9546 2.0257 -2.9550 0.036 -0.091 -1.159
N 0.0510 2.1415 -4.6262 0.861 -0.648 -0.043
C 0.6856 2.3564 -5.9571 -0.198 -0.529 -0.450
C 1.7783 1.3190 -6.2388 0.847 1.076 0.160
O 1.4019 0.4174 -7.2574 -0.491 -0.147 0.266
C 0.5839 -0.5600 -6.8096 -0.223 -0.823 -0.391
O 0.4076 -0.7832 -5.6359 -0.068 0.635 0.372
C -0.0781 -1.3610 -7.8973 -0.120 0.122 0.559
C -1.5875 -1.5510 -7.6129 0.511 0.063 -0.508
H -3.4395 -0.5580 -4.3458 0.085 -0.557 0.028
H -2.6327 3.1945 -5.7998 -0.021 0.114 -0.277
H -1.1589 4.1419 -3.0713 -0.731 0.503 -0.260
H -2.7384 3.3427 -1.3392 0.297 0.006 0.192
H -2.9412 1.8072 -2.1196 -0.081 -0.190 -0.139
H -4.7290 2.6942 -3.3411 -0.188 0.074 -0.297
H -4.6425 4.0835 -2.2861 -0.137 0.194 0.008
H -3.7788 4.1198 -3.8289 -0.147 0.185 -0.148
H -0.4902 1.2917 -2.4292 -0.269 -0.166 0.685
H 1.1046 1.5414 -0.2018 0.072 -0.049 -0.276
H 0.1991 2.5884 0.8497 0.033 0.249 0.012
H -0.8272 0.1788 -0.5972 -0.245 0.095 -0.212
H -1.9505 1.3137 0.0730 -0.137 0.396 0.428
H 0.1176 -0.2466 1.4850 0.135 0.114 -0.067
H -1.5756 -0.9094 2.8917 -0.108 0.016 0.039
H -2.7241 0.0695 2.0347 -0.185 0.095 -0.237
H -1.7480 -1.7043 0.0274 0.296 0.372 0.006
H -3.8448 -2.8485 0.2983 -0.015 -0.317 0.142
H -4.0443 -2.1486 1.9299 -0.215 -0.038 0.082
H -4.0639 -1.1375 0.4547 -0.154 0.202 0.161
H -1.0197 -3.3902 0.9512 0.085 -0.259 0.076
H 0.9015 3.7313 -3.6040 0.267 0.259 0.459
H 1.7954 1.0323 -2.8150 0.036 0.017 0.299
H 2.7095 2.1074 -3.6281 0.188 0.233 0.260
H 0.1269 1.1260 -4.4812 -0.378 -0.136 -0.308
H -0.0834 2.2048 -6.7105 -0.170 0.161 0.001
H 1.0570 3.3641 -6.0875 -0.078 0.260 0.406
H 2.6414 1.8582 -6.6119 0.148 -0.086 -0.264
H 2.1020 0.8251 -5.3294 -0.070 -0.368 -0.029
H 0.0959 -0.8799 -8.8490 0.160 -0.130 -0.247
H 0.3885 -2.3413 -7.8568 0.303 -0.035 -0.257
H -2.1406 -1.0714 -8.4128 -0.305 0.117 0.100
H -1.8353 -2.6040 -7.6282 -0.129 -0.146 0.075
H -1.8507 -1.1370 -6.6504 -0.185 0.063 0.143
C -0.1204 -3.6162 6.6183 0.611 -0.295 -0.157
C -1.6053 -3.5823 6.2063 0.002 -0.012 0.758
C -2.0855 -2.3977 5.3656 -0.232 0.158 -0.502
F -1.9336 -1.2173 5.9971 0.188 -0.026 0.231
F -3.4080 -2.5345 5.1004 0.051 -0.184 0.039
F -2.3773 -3.7218 7.3042 -0.052 0.131 -0.019
F -1.8087 -4.6887 5.4378 0.104 0.082 -0.229
O 0.2466 -3.1672 7.9183 -0.675 0.400 -0.006
C 0.4969 -1.8400 8.1869 0.320 -0.595 -0.475
C -0.5102 -1.2474 9.1782 -0.173 0.120 0.314
F -1.7708 -1.3740 8.7279 0.008 -0.041 -0.176
F -0.2523 0.0704 9.3370 0.109 -0.026 -0.047
F 0.5871 -1.1151 7.0538 -0.160 0.126 0.033
F 1.7113 -1.7847 8.7760 0.021 0.091 0.124
H 0.1322 -4.6752 6.6390 -0.105 -0.025 0.054
H 0.5190 -3.1775 5.8518 -0.166 0.219 -0.048
H -1.5521 -2.3574 4.4119 0.085 -0.169 0.041
H -0.4307 -1.7511 10.1436 0.103 -0.032 -0.032
C 3.8340 -0.5843 4.1651 0.109 0.186 0.655
C 3.1643 -1.5412 3.1602 -0.036 0.680 -0.057
C 4.0613 -2.4939 2.3655 -0.005 -0.487 -0.057
F 4.9490 -1.8403 1.5973 -0.007 0.259 0.036
F 3.2829 -3.2379 1.5395 -0.089 0.061 0.079
F 2.3803 -0.8287 2.3168 -0.012 -0.043 -0.150
F 2.3325 -2.3370 3.8918 0.115 -0.166 0.054
O 4.0802 0.7600 3.7682 -0.105 -0.273 -0.740
C 5.2159 1.1274 3.0782 -0.110 -0.355 0.746
C 4.8866 1.6641 1.6803 -0.051 0.253 -0.243
F 4.1955 0.7598 0.9525 -0.002 -0.152 0.065
F 6.0324 1.9362 1.0208 0.044 -0.015 0.082
F 6.1188 0.1326 3.0453 -0.037 -0.031 -0.232
F 5.7785 2.1431 3.7613 0.020 0.142 -0.084
H 3.1081 -0.4759 4.9703 -0.083 -0.006 -0.073
H 4.7138 -1.0355 4.6233 0.119 -0.089 -0.244
H 4.5964 -3.1714 3.0360 -0.017 0.052 0.054
H 4.2899 2.5750 1.7588 0.028 0.002 0.107
```
Forces are in eV/Å.

Largest force on an atom in eV/Å: 3.5
E_HOMO in eV: -11.02
Total charge: +1
Energy in eV: -91990.822
Gap between HOMO and LUMO in eV: 8.61
Spin multiplicity: 1
Energy above the lowest of the compared OMol25 structures with the same formula, charge and spin in kcal per mole: 0.00

Atomic partial charges in e from the Mulliken method, atoms 1 to 5:
1. C -0.39
2. C -1.11
3. C 1.49
4. O -0.61
5. C -0.12